214
Properties=species:S:1:pos:R:3:mulliken_charge:R:1 method="wB97M-V/def2-TZVPD" charge=+8 e_homo_ev=-14.9392
C -9.939 5.428 0.215 -0.686
O -10.442 4.700 -0.820 -0.247
C -11.819 4.589 -0.977 -0.715
C -12.206 3.522 -2.027 -0.496
N -12.241 2.089 -1.592 -0.195
H -11.475 2.011 -0.977 0.355
H -13.092 1.813 -1.077 0.397
C -12.017 1.090 -2.782 -0.641
C -10.471 1.037 -3.076 -0.447
O -9.739 1.508 -1.905 -0.320
C -8.318 1.342 -1.887 -0.784
H -8.894 5.293 0.443 0.202
H -10.542 5.155 1.123 0.324
H -10.156 6.478 0.011 0.298
H -12.278 5.528 -1.313 0.441
H -12.309 4.366 0.041 0.365
H -11.538 3.588 -2.871 0.287
H -13.206 3.820 -2.439 0.450
H -12.572 1.471 -3.655 0.332
H -12.435 0.158 -2.409 0.396
H -10.223 1.645 -3.943 0.407
H -10.226 -0.052 -3.312 0.403
H -8.053 0.288 -2.084 0.312
H -7.873 1.620 -0.924 0.261
H -7.812 1.935 -2.676 0.302
C 1.335 -8.547 2.534 -0.784
O 0.766 -7.411 1.833 -0.280
C 1.513 -6.284 1.875 -0.588
C 1.223 -5.446 3.156 -0.566
N -0.124 -5.060 2.957 0.480
H 0.278 -3.351 1.395 0.219
H -0.740 -5.619 2.385 -0.049
C -0.783 -4.298 3.994 -0.884
C -2.278 -4.120 3.653 -0.444
O -2.790 -5.297 3.110 -0.162
C -3.264 -6.206 4.115 -0.809
H 0.553 -9.303 2.513 0.261
H 1.432 -8.313 3.588 0.322
H 2.215 -8.977 2.098 0.320
H 1.229 -5.676 1.010 0.223
H 2.618 -6.481 1.915 0.370
H 1.846 -4.561 3.352 0.407
H 1.310 -6.155 4.022 0.234
H -0.342 -3.282 4.117 0.344
H -0.556 -4.810 4.959 0.401
H -2.228 -3.319 2.865 0.114
H -2.908 -3.782 4.495 0.371
H -4.125 -5.735 4.580 0.320
H -2.532 -6.444 4.875 0.338
H -3.530 -7.134 3.590 0.213
C -0.421 12.904 -1.991 -0.761
O -1.198 12.054 -1.294 -0.291
C -1.881 11.017 -1.785 -0.573
C -3.057 10.735 -0.800 -0.500
N -2.470 10.658 0.643 -0.209
H -1.783 11.398 0.757 0.394
H -3.269 10.888 1.315 0.407
C -1.812 9.320 1.047 -0.774
C -2.845 8.234 1.304 -0.346
O -3.194 7.619 0.138 -0.283
C -4.121 6.555 0.377 -0.819
H -0.516 13.030 -3.052 0.337
H 0.701 12.766 -1.706 0.236
H -0.578 13.947 -1.629 0.272
H -1.208 10.131 -1.809 0.276
H -2.194 11.146 -2.785 0.495
H -3.562 9.832 -1.003 0.370
H -3.784 11.576 -0.848 0.369
H -1.231 9.501 1.945 0.456
H -1.075 9.160 0.250 0.291
H -3.753 8.635 1.894 0.294
H -2.299 7.552 1.960 0.428
H -4.067 5.889 -0.477 0.249
H -5.163 6.956 0.417 0.329
H -3.787 5.960 1.217 0.351
C -5.376 -8.139 -4.553 -0.662
O -5.891 -8.266 -3.249 -0.381
C -5.483 -9.388 -2.549 -0.648
C -4.469 -9.116 -1.498 -0.742
N -4.925 -7.946 -0.724 -0.007
H -4.950 -7.102 -1.413 0.473
H -5.874 -8.085 -0.408 0.406
C -3.891 -7.644 0.343 -0.940
C -2.882 -6.659 -0.139 0.561
O -3.583 -5.520 -0.624 -0.472
C -2.852 -4.318 -0.456 -0.719
H -5.424 -9.135 -4.947 0.365
H -4.380 -7.736 -4.463 0.269
H -6.017 -7.455 -5.139 0.226
H -5.106 -10.077 -3.270 0.532
H -6.400 -9.718 -2.110 0.345
H -3.452 -8.941 -1.812 0.363
H -4.462 -9.951 -0.768 0.445
H -3.447 -8.585 0.690 0.279
H -4.442 -7.196 1.191 0.387
H -2.351 -7.218 -0.937 0.169
H -2.201 -6.363 0.639 -0.222
H -3.029 -3.987 0.569 0.183
H -3.284 -3.595 -1.191 0.322
H -1.841 -4.529 -0.727 0.381
C -0.698 1.887 -6.949 -0.869
O -0.326 2.702 -7.998 -0.318
C 0.952 2.422 -8.614 -0.358
C 0.996 3.523 -9.661 -0.926
N 0.983 4.860 -9.092 -0.094
H 0.581 5.521 -9.778 0.414
H 0.291 4.837 -8.297 0.425
C 2.259 5.342 -8.445 -0.754
C 1.956 6.000 -7.153 -0.498
O 0.997 5.229 -6.405 -0.258
C 0.347 6.018 -5.413 -0.757
H -1.614 2.214 -6.439 0.280
H -0.002 1.809 -6.123 0.323
H -0.913 0.866 -7.261 0.359
H 0.967 1.462 -9.191 0.464
H 1.774 2.489 -7.900 0.298
H 0.048 3.446 -10.172 0.428
H 1.785 3.500 -10.410 0.434
H 2.865 5.890 -9.183 0.452
H 2.880 4.479 -8.214 0.278
H 1.423 6.905 -7.482 0.383
H 2.870 6.246 -6.571 0.417
H -0.286 6.739 -5.948 0.352
H 1.125 6.573 -4.891 0.308
H -0.278 5.386 -4.723 0.217
C 12.314 2.945 3.166 -0.381
O 12.104 4.104 3.092 -0.385
C 12.930 5.425 2.829 -0.494
C 12.070 6.239 1.838 -0.553
N 10.594 6.579 2.161 -0.137
H 10.213 5.844 2.748 0.408
H 10.550 7.482 2.714 0.449
C 9.742 6.686 0.921 -0.542
C 8.264 6.340 1.083 -0.547
O 8.248 5.085 1.912 -0.314
C 7.252 4.295 2.235 -0.787
H 13.332 2.524 3.260 0.383
H 11.502 2.271 3.531 0.209
H 13.733 2.516 5.700 -0.155
H 13.807 5.123 2.221 0.374
H 12.990 5.757 3.852 0.388
H 12.100 5.718 0.869 0.330
H 12.434 7.243 1.575 0.466
H 10.154 6.063 0.107 0.337
H 9.737 7.740 0.603 0.359
H 7.681 6.076 0.133 0.356
H 7.514 7.042 1.552 0.381
H 7.396 3.176 1.779 0.232
H 6.219 4.559 1.991 0.326
H 7.308 3.771 3.238 0.296
C 3.330 -7.590 -8.489 -1.166
C 4.394 -7.382 -7.449 -0.341
N 4.193 -6.376 -6.347 0.114
C 3.038 -6.229 -5.624 -0.425
C 3.160 -5.191 -4.831 -0.426
N 4.437 -4.677 -5.028 0.119
C 5.080 -5.412 -5.980 -0.005
C 5.013 -3.565 -4.294 -0.868
H 2.423 -8.100 -8.131 0.368
H 3.795 -8.270 -9.200 0.363
H 3.021 -6.658 -8.922 0.356
H 5.390 -7.081 -7.924 0.321
H 4.558 -8.326 -6.846 0.288
H 2.157 -6.831 -5.832 0.375
H 2.594 -4.765 -4.034 0.510
H 6.104 -5.219 -6.256 0.388
H 4.292 -2.842 -3.974 0.349
H 5.757 -3.035 -4.894 0.330
H 5.480 -3.905 -3.384 0.351
C -2.791 3.883 9.425 -1.169
C -3.120 2.446 9.736 -0.340
N -3.518 1.725 8.518 0.120
C -2.814 1.663 7.312 -0.454
C -3.474 0.794 6.505 -0.384
N -4.526 0.327 7.269 0.104
C -4.495 0.828 8.486 -0.062
C -5.530 -0.648 6.884 -0.827
H -2.731 4.470 10.331 0.393
H -3.561 4.296 8.815 0.376
H -1.843 3.997 8.864 0.320
H -3.996 2.332 10.360 0.324
H -2.363 1.825 10.143 0.362
H -1.948 2.260 7.136 0.383
H -3.381 0.465 5.479 0.506
H -5.109 0.474 9.292 0.383
H -5.242 -1.065 5.932 0.281
H -6.510 -0.157 6.678 0.321
H -5.598 -1.450 7.646 0.364
C 6.673 -4.517 5.273 -1.159
C 7.423 -5.406 4.389 -0.292
N 7.840 -6.662 5.140 0.133
C 7.152 -7.306 6.122 -0.244
C 7.876 -8.415 6.431 -0.439
N 9.057 -8.368 5.704 0.067
C 9.004 -7.289 4.896 -0.119
C 10.117 -9.335 5.734 -0.781
H 6.531 -3.539 4.673 0.340
H 7.256 -4.264 6.156 0.361
H 5.683 -4.966 5.445 0.344
H 8.381 -5.013 4.097 0.327
H 6.910 -5.871 3.541 0.301
H 6.195 -6.967 6.490 0.383
H 7.683 -9.228 7.101 0.435
H 9.739 -6.927 4.175 0.349
H 10.977 -8.831 6.163 0.346
H 10.402 -9.690 4.757 0.353
H 9.790 -10.222 6.288 0.297
C 0.672 -0.440 0.002 -1.108
C 0.075 -1.589 0.913 0.789
O -0.731 -1.377 1.768 -0.499
O 0.500 -2.840 0.679 -0.374
H 1.726 -0.560 -0.239 0.316
H 0.442 0.520 0.471 0.305
H 0.130 -0.460 -0.953 0.287